DFT (ωB97M-V with the def2-TZVPD basis set) results for a structure of composition C14H45O11Ti3.

Positions of all 73 atoms, in Å:
Ti: 3.344 1.490 -1.426
Ti: 1.476 2.666 -3.947
Ti: 2.197 -0.940 -4.490
C: -0.636 -0.055 -0.931
C: 0.136 0.931 -1.767
O: 0.408 0.615 -2.961
O: 0.659 1.907 -1.207
H: -1.215 0.270 -0.066
H: -0.005 -0.890 -0.626
H: -1.395 -0.457 -1.602
C: -3.237 1.250 -3.350
O: -2.266 0.516 -4.042
H: -4.142 1.150 -3.948
H: -3.239 0.799 -2.358
H: -2.999 2.313 -3.300
H: -1.421 0.692 -3.622
C: 2.522 -3.844 0.753
O: 2.334 -3.057 -0.377
H: 3.337 -3.482 1.380
H: 1.652 -3.639 1.377
H: 2.608 -4.907 0.528
H: 1.462 -3.314 -0.686
C: -1.694 -3.519 -1.098
O: -0.449 -3.347 -0.399
H: -2.168 -2.648 -1.551
H: -1.724 -4.228 -1.925
H: -2.455 -3.763 -0.356
H: -0.611 -2.788 0.364
C: -2.469 0.205 3.568
O: -1.149 0.456 3.000
H: -2.747 1.038 4.213
H: -3.296 0.250 2.859
H: -2.470 -0.746 4.102
H: -0.931 1.231 2.476
C: -0.684 -2.300 -4.444
O: -0.160 -1.370 -5.512
H: -0.249 -2.104 -3.465
H: -1.699 -1.910 -4.358
H: -0.651 -3.354 -4.720
H: -0.605 -0.519 -5.490
C: -1.654 3.533 0.907
O: -0.743 2.553 1.144
H: -2.237 3.207 0.045
H: -2.371 3.664 1.717
H: -1.170 4.494 0.732
H: -0.268 2.389 0.326
C: 0.880 6.481 -0.230
C: 1.611 5.308 0.376
O: 2.094 4.454 -0.629
H: -0.062 6.239 -0.723
H: 1.435 6.860 -1.088
H: 0.796 7.200 0.585
H: 1.007 4.793 1.123
H: 2.490 5.783 0.813
H: 1.451 3.763 -0.803
C: -0.117 -3.330 3.803
C: -1.205 -3.069 2.633
O: -0.747 -1.947 1.856
H: 0.563 -4.164 3.629
H: -0.524 -3.319 4.814
H: 0.665 -2.572 3.864
H: -2.110 -2.787 3.172
H: -1.369 -3.956 2.020
H: -0.952 -1.118 2.295
C: 3.549 -0.644 2.694
C: 2.497 -0.320 1.664
O: 3.018 -0.368 0.341
H: 4.442 -0.030 2.575
H: 3.881 -1.676 2.581
H: 3.132 -0.461 3.684
H: 2.139 0.697 1.821
H: 1.662 -1.019 1.697
H: 2.847 -1.235 -0.033

Forces on atoms 1 to 6 (eV/Å):
-1.0 -0.7 0.9
-0.3 -1.1 1.0
-1.3 0.4 0.1
-1.4 -0.3 -0.9
0.5 -1.7 1.6
0.5 0.7 -1.7

Output
* expectation value of S²: 24.753
* strongest force on any atom: 3.38 eV/Å
* spin multiplicity: 10
* frontier orbital gap (spin up / spin down): 5.7 / 6.7 eV
* charge: +2
* HOMO (spin up / spin down): -12.71 / -14.49 eV

DFT (ωB97M-V with the def2-TZVPD basis set) results for a cluster of 2 separate species, C24H51N7O2P in total.

Positions of all 85 atoms, in Å:
C: -2.770 -5.159 -4.504
C: -1.821 -4.525 -3.432
C: -1.944 -2.976 -3.567
C: -0.417 -5.080 -3.718
C: 0.092 -4.737 -5.155
C: 0.626 -4.753 -2.654
O: 0.683 -3.361 -2.317
C: 1.933 -2.775 -2.480
C: 3.024 -3.366 -1.558
N: 4.180 -2.427 -1.329
C: 3.677 -1.225 -1.017
N: 3.764 -0.769 0.243
N: 3.040 -0.550 -2.038
C: 1.730 -1.237 -2.293
C: 0.668 -0.891 -1.232
C: 0.791 0.507 -0.611
C: 0.874 1.658 -1.619
C: 1.217 2.970 -0.865
N: 2.057 3.864 -1.622
C: 1.672 4.726 -2.615
C: 2.750 5.437 -3.070
C: 3.896 4.987 -2.318
C: 3.398 4.040 -1.461
H: -2.856 -4.522 -5.385
H: -3.754 -5.394 -4.103
H: -2.303 -6.080 -4.868
H: -2.208 -4.867 -2.470
H: -1.017 -2.552 -3.951
H: -2.130 -2.559 -2.575
H: -2.766 -2.731 -4.235
H: -0.510 -6.172 -3.710
H: -0.030 -5.617 -5.785
H: -0.416 -3.881 -5.591
H: 1.173 -4.590 -5.086
H: 1.585 -5.181 -2.962
H: 0.338 -5.287 -1.740
H: 2.291 -2.890 -3.514
H: 2.611 -3.723 -0.609
H: 3.428 -4.253 -2.046
H: 4.804 -2.745 -0.592
H: 4.257 0.066 0.524
H: 3.317 -1.310 0.971
H: 3.634 -0.657 -2.860
H: 1.360 -0.850 -3.243
H: -0.339 -1.016 -1.625
H: 0.756 -1.622 -0.415
H: 1.616 0.583 0.099
H: -0.114 0.667 -0.014
H: -0.085 1.800 -2.125
H: 1.633 1.514 -2.389
H: 1.734 2.723 0.063
H: 0.284 3.481 -0.619
H: 0.671 4.846 -3.003
H: 2.764 6.201 -3.829
H: 4.910 5.328 -2.432
H: 4.053 3.543 -0.757
O: -0.481 2.107 6.224
P: -1.601 1.813 5.258
N: -0.947 2.607 3.864
C: -1.304 3.866 3.255
C: 0.219 1.989 3.276
N: -2.846 2.636 6.088
C: -3.786 3.571 5.499
C: -2.553 3.063 7.456
N: -2.811 0.935 4.310
C: -2.662 -0.522 4.505
C: -3.140 1.197 2.924
H: -1.516 3.727 2.183
H: -0.502 4.609 3.339
H: -2.201 4.305 3.680
H: -0.061 1.079 2.713
H: 0.943 1.701 4.045
H: 0.738 2.656 2.585
H: -3.335 4.556 5.335
H: -4.634 3.720 6.171
H: -4.225 3.209 4.570
H: -1.926 3.963 7.482
H: -2.047 2.280 8.011
H: -3.479 3.280 7.990
H: -1.742 -0.901 4.042
H: -3.509 -1.069 4.089
H: -2.622 -0.752 5.575
H: -2.323 0.965 2.226
H: -3.458 2.224 2.763
H: -3.995 0.575 2.650

Forces on atoms 1 to 6 (eV/Å):
0.8 -0.3 0.1
-0.8 0.1 -1.5
0.2 -0.7 0.7
0.2 0.3 -0.3
0.1 -0.5 0.9
-0.8 -0.9 0.4

Output
* strongest force on any atom: 6.49 eV/Å
* frontier orbital gap: 5.0 eV
* charge: +1
* HOMO: -9.81 eV

DFT (ωB97M-V with the def2-TZVPD basis set) results for the molecule C4H6ClF.

Positions of all 12 atoms, in Å:
C: -0.032 -1.603 0.000
C: 0.014 -0.290 -0.030
C: -0.348 0.561 -1.229
F: 0.690 1.237 -1.768
C: 0.453 0.507 1.123
Cl: -0.846 1.554 1.823
H: -0.268 -2.298 -0.779
H: 0.316 -2.188 0.884
H: -1.147 1.362 -0.869
H: -0.823 -0.035 -1.989
H: 1.218 1.277 0.830
H: 0.772 -0.085 2.003

Forces on atoms 1 to 6 (eV/Å):
0.9 -1.5 1.3
-0.1 0.8 -0.9
-3.1 0.8 1.4
1.2 0.4 -0.2
1.1 1.1 1.4
-0.3 0.0 -0.1

Output
* strongest force on any atom: 3.53 eV/Å
* SMILES: C=C(CF)CCl
* frontier orbital gap: 11.4 eV
* HOMO: -10.52 eV

DFT (ωB97M-V with the def2-TZVPD basis set) results for a cluster of 3 separate species, C33H80BrClN7O6P4S2 in total.

Positions of all 134 atoms, in Å:
C: 5.506 0.264 -0.336
C: 6.961 0.778 -0.201
C: 7.184 1.735 0.987
C: 6.653 1.189 2.338
N: 6.162 2.360 3.163
C: 5.105 1.929 4.106
C: 3.727 2.279 3.458
C: 2.891 1.034 3.077
C: 1.358 1.263 3.191
C: 0.703 1.656 1.862
O: 1.023 0.720 0.843
O: -0.680 1.749 1.963
P: -1.264 3.356 2.341
C: -2.952 2.584 2.781
C: -1.599 5.102 3.083
C: -2.413 5.082 4.395
C: -3.860 5.562 4.158
Cl: -4.052 7.327 4.538
C: -1.802 3.824 0.560
C: -2.218 2.653 -0.344
C: -2.376 3.190 -1.812
Br: -4.206 3.713 -2.249
O: 0.327 4.025 1.893
C: 1.192 3.064 1.348
P: 1.476 3.113 -0.494
O: 2.918 2.778 -0.743
C: 7.293 2.871 3.819
S: 7.883 2.320 5.250
S: 8.188 4.212 3.021
C: 9.925 3.672 3.072
C: 10.766 4.339 1.973
C: 10.784 5.891 2.082
H: 5.155 0.238 -1.368
H: 4.847 0.858 0.305
H: 5.439 -0.766 0.047
H: 7.704 -0.029 -0.175
H: 7.178 1.355 -1.111
H: 8.272 1.846 1.118
H: 6.818 2.746 0.797
H: 5.785 0.539 2.215
H: 7.440 0.681 2.911
H: 5.192 0.858 4.333
H: 5.158 2.460 5.058
H: 3.145 2.828 4.209
H: 3.929 2.944 2.616
H: 3.134 0.265 3.828
H: 3.180 0.606 2.110
H: 0.913 0.292 3.462
H: 1.146 2.007 3.961
H: 1.118 -0.156 1.241
H: -0.812 3.055 3.702
H: -2.926 2.201 3.807
H: -3.116 1.705 2.143
H: -3.795 3.267 2.616
H: -2.011 5.819 2.354
H: -0.608 5.492 3.335
H: -2.359 4.135 4.941
H: -1.964 5.838 5.053
H: -4.160 5.420 3.118
H: -4.592 5.023 4.767
H: -2.686 4.475 0.659
H: -1.029 4.452 0.102
H: -1.474 1.855 -0.416
H: -3.196 2.232 -0.093
H: -2.101 2.370 -2.484
H: -1.646 3.987 -1.961
H: 2.163 3.392 1.740
H: 0.645 2.177 -1.164
H: 1.187 4.390 -1.033
H: 10.028 2.584 3.022
H: 10.354 4.002 4.026
H: 10.523 3.975 0.970
H: 11.796 4.014 2.176
H: 10.382 6.139 3.073
H: 10.180 6.379 1.315
H: 11.810 6.269 2.066
O: -8.393 -0.810 -3.479
P: -7.040 -1.482 -3.636
N: -6.066 -0.113 -3.334
C: -5.197 0.654 -4.197
C: -6.045 0.360 -1.957
N: -7.292 -1.963 -5.286
C: -6.505 -1.540 -6.430
C: -8.694 -2.074 -5.700
N: -5.681 -2.534 -3.500
C: -4.299 -2.310 -3.859
C: -6.046 -3.956 -3.474
H: -4.167 0.659 -3.811
H: -5.524 1.696 -4.267
H: -5.143 0.269 -5.212
H: -5.362 -0.250 -1.347
H: -7.039 0.305 -1.507
H: -5.719 1.398 -1.884
H: -6.460 -0.451 -6.534
H: -6.945 -1.914 -7.357
H: -5.501 -1.969 -6.425
H: -9.118 -1.101 -5.972
H: -9.305 -2.513 -4.917
H: -8.780 -2.737 -6.567
H: -4.155 -1.835 -4.830
H: -3.742 -3.248 -3.895
H: -3.797 -1.699 -3.103
H: -6.134 -4.368 -4.487
H: -7.003 -4.096 -2.969
H: -5.313 -4.545 -2.916
O: 0.490 -5.659 1.058
P: -0.049 -5.864 -0.346
N: -1.200 -4.601 -0.334
C: -2.643 -4.622 -0.340
C: -0.662 -3.248 -0.372
N: -0.607 -7.484 -0.069
C: -1.982 -7.943 -0.159
C: 0.050 -8.196 1.033
N: -0.210 -6.067 -2.051
C: -1.368 -5.897 -2.899
C: 0.797 -6.967 -2.625
H: -3.038 -4.080 -1.213
H: -3.053 -4.142 0.557
H: -3.070 -5.620 -0.383
H: -0.384 -2.964 -1.397
H: 0.228 -3.163 0.255
H: -1.380 -2.517 0.000
H: -2.661 -7.374 0.485
H: -2.061 -8.983 0.163
H: -2.348 -7.958 -1.187
H: -0.384 -7.933 2.004
H: 1.116 -7.986 1.060
H: -0.049 -9.277 0.896
H: -2.284 -6.339 -2.505
H: -1.198 -6.356 -3.874
H: -1.560 -4.838 -3.098
H: 0.479 -8.014 -2.573
H: 1.743 -6.875 -2.086
H: 1.010 -6.714 -3.666

Forces on atoms 1 to 6 (eV/Å):
0.5 -0.6 0.8
-0.3 0.6 -0.5
0.8 -1.0 0.3
-0.4 1.4 -0.8
1.0 -0.3 1.2
-1.0 0.3 -0.5

Output
* strongest force on any atom: 6.92 eV/Å
* frontier orbital gap: 6.2 eV
* charge: -1
* HOMO: -4.93 eV

Look up the strongest force on any atom of the third one.
3.53 eV/Å